1.
# C2H7N2O

A gas-phase ion, C2H7N2O (charge +1) at a distorted geometry (ωB97M-V/def2-TZVPD, OMol25).

maximum force = 5.49 eV/Å
LUMO energy = -4.79 eV
spin multiplicity = 1
energy relative to the best compared isomer or geometry (same formula, charge and spin) = 473.81 kJ/mol
total charge = +1
Kohn-Sham gap = 11.0 eV

Each line ends with the Mulliken charge.
Cartesian coordinates (Å):
C 1.14 1.06 0.39  -1.030
C 0.08 0.13 0.15  0.665
N 0.45 -0.96 -1.25  -0.518
N -1.03 -0.12 0.86  0.064
O -1.94 -1.02 0.50  -0.414
H 2.08 0.59 0.16  0.351
H 1.01 1.85 -0.41  0.324
H 1.19 1.56 1.45  0.360
H -0.48 -1.35 -1.39  0.220
H 0.64 -0.37 -2.06  0.305
H -1.29 0.46 1.65  0.283
H -1.85 -1.81 -0.07  0.389



2.
# CH2N2O

A single CH2N2O molecule at a distorted geometry (ωB97M-V/def2-TZVPD, OMol25).

maximum force = 2.52 eV/Å
LUMO energy = 0.15 eV
spin multiplicity = 1
energy relative to the best compared isomer or geometry (same formula, charge and spin) = 430.48 kJ/mol
total charge = 0
Kohn-Sham gap = 9.3 eV

Each line ends with the Mulliken charge.
Cartesian coordinates (Å):
C 0.07 0.22 -0.05  -0.266
N 1.26 0.58 -0.24  0.163
N 2.36 1.18 0.09  0.040
O 3.18 1.79 -0.56  -0.403
H -0.72 0.88 -0.13  0.249
H -0.30 -0.83 -0.18  0.216



3.
# C31H32BrHfIN4O2S4Se

A molecular structure, C31H32BrHfIN4O2S4Se at a distorted geometry (ωB97M-V/def2-TZVPD, OMol25).

maximum force = 4.38 eV/Å
LUMO energy = -6.13 eV
spin multiplicity = 1
energy relative to the best compared isomer or geometry (same formula, charge and spin) = 84.85 kJ/mol
total charge = +2
Kohn-Sham gap = 5.6 eV

Each line ends with the Mulliken charge.
Cartesian coordinates (Å):
Hf 0.30 -0.02 -0.05  -1.089
C -3.61 0.06 -0.91  -0.814
C -3.73 1.01 0.28  -0.813
S -2.12 1.77 0.67  0.211
C -2.30 2.13 2.45  -0.576
C -0.93 2.53 2.99  -1.007
S 0.44 1.43 2.50  0.220
C 0.40 0.13 3.77  -0.932
C -0.73 -0.89 3.67  -0.849
S -0.86 -1.69 2.04  0.249
C -2.66 -1.94 1.93  -0.459
C -3.02 -2.34 0.50  -1.043
S -2.34 -1.23 -0.78  0.260
H -3.34 0.62 -1.81  0.202
H -4.55 -0.45 -1.09  0.640
H -4.11 0.51 1.17  0.428
H -4.42 1.81 0.01  0.550
H -2.70 1.25 2.95  0.201
H -3.00 2.96 2.57  0.514
H -0.94 2.59 4.07  0.482
H -0.64 3.51 2.59  0.475
H 0.36 0.63 4.73  0.696
H 1.37 -0.36 3.66  0.228
H -1.70 -0.44 3.88  0.469
H -0.55 -1.68 4.40  0.573
H -3.15 -1.02 2.23  0.125
H -2.94 -2.73 2.62  0.494
H -4.10 -2.37 0.37  0.504
H -2.61 -3.32 0.27  0.460
C 8.35 -10.16 -3.76  -0.835
O 8.05 -8.96 -4.48  -0.408
C 7.25 -8.06 -3.94  0.799
C 7.05 -6.88 -4.69  -0.749
C 6.30 -5.86 -4.19  -0.214
C 5.70 -5.96 -2.92  0.174
C 5.84 -7.16 -2.20  -0.333
C 6.61 -8.19 -2.70  -0.506
N 5.08 -4.83 -2.46  -0.424
N 4.64 -4.83 -1.29  -0.215
C 3.91 -3.81 -0.77  -0.055
C 4.09 -3.49 0.57  -0.588
C 3.34 -2.52 1.21  -0.960
C 2.33 -1.85 0.54  0.971
O 1.55 -0.90 1.12  -0.071
C 2.08 -2.17 -0.80  0.462
N 1.03 -1.51 -1.42  0.397
C 0.81 -1.74 -2.72  0.006
C 1.57 -2.63 -3.46  -1.264
C 2.58 -3.34 -2.84  -0.194
C 2.87 -3.13 -1.49  0.139
H 9.10 -10.68 -4.35  0.239
H 7.46 -10.79 -3.66  0.354
H 8.76 -9.93 -2.77  0.350
H 7.53 -6.81 -5.66  0.419
H 6.17 -4.94 -4.75  0.410
H 5.36 -7.26 -1.24  0.441
H 6.72 -9.09 -2.12  0.401
H 4.87 -4.02 1.11  0.494
H 3.52 -2.29 2.25  0.529
H -0.01 -1.19 -3.17  0.488
H 1.35 -2.77 -4.51  0.475
H 3.16 -4.06 -3.41  0.567
Br 1.97 2.96 -3.13  -0.129
C 3.79 2.97 -2.65  0.437
C 4.71 3.52 -3.53  -0.500
C 6.06 3.53 -3.20  -0.573
C 6.49 2.98 -2.00  -0.673
C 5.58 2.43 -1.12  -0.564
C 4.24 2.43 -1.45  0.347
I 2.90 1.54 -0.02  0.480
H 4.37 3.95 -4.46  0.432
H 6.77 3.96 -3.89  0.392
H 7.54 2.98 -1.74  0.392
H 5.90 2.00 -0.18  0.381
Se -1.79 2.67 -3.55  0.066
C -0.93 1.77 -2.39  0.269
N -0.35 1.13 -1.57  -0.458